No. 1
The following is a DFT calculation (ωB97M-V/def2-TZVPD) of a structure of composition C50H59BeBrCl3F7InLiNO2Si at a distorted geometry.

## Properties
Relative energy (zero: lowest compared OMol25 entry of this formula, charge and spin)   19.2300 eV
Charge   +1
HOMO-LUMO gap   2.0963 eV
Multiplicity   1
E_tot   -7300.0612 a.u.

CARTESIAN COORDINATES (ANGSTROEM)
C1 1.396 -0.680 3.024
Si1 0.296 -2.233 2.535
C2 -0.883 -2.560 4.023
C3 1.465 -3.697 2.083
In1 -1.242 -1.574 0.542
C4 0.076 -0.190 -0.751
C5 1.604 -0.863 -0.644
C6 2.558 -0.517 -1.931
C7 3.709 -1.719 -2.060
C8 5.159 -1.261 -1.364
C9 6.121 -0.790 -2.602
C10 7.725 -0.759 -2.279
C11 8.149 -1.149 -0.749
C12 7.846 -0.007 0.383
C13 7.499 1.485 -0.196
C14 7.186 2.490 1.104
C15 6.639 3.971 0.616
N1 5.184 3.742 0.170
C16 4.694 4.046 -1.232
C17 3.099 3.602 -1.282
C18 2.660 3.043 0.195
C19 4.050 3.187 1.051
C20 -3.017 -0.527 1.471
C21 -4.120 0.068 0.418
C22 -4.883 -0.749 -0.780
C23 -6.022 -0.030 -1.756
C24 -6.358 1.573 -1.515
C25 -5.641 2.459 -0.332
C26 -4.526 1.678 0.621
C27 -1.772 -3.529 -0.542
F1 -3.200 -3.821 -0.143
F2 -0.980 -4.697 -0.065
C28 -1.779 -3.325 -2.168
F3 -2.989 -4.059 -2.698
F4 -1.959 -1.908 -2.609
C29 -0.477 -3.934 -2.954
F5 -0.318 -3.104 -4.207
F6 -0.762 -5.327 -3.459
F7 0.808 -3.822 -2.227
H1 1.602 -0.809 4.188
H2 2.454 -0.716 2.505
H3 0.847 0.344 2.797
H4 -1.930 -2.987 3.647
H5 -1.143 -1.494 4.491
H6 -0.413 -3.187 4.893
H7 1.076 -4.738 2.448
H8 1.531 -3.715 0.891
H9 2.553 -3.445 2.452
H10 0.192 0.879 -0.232
H11 -0.304 -0.103 -1.854
H12 2.189 -0.489 0.318
H13 1.461 -2.028 -0.507
H14 1.910 -0.434 -2.903
H15 3.170 0.469 -1.680
H16 3.353 -2.695 -1.472
H17 3.871 -2.075 -3.175
H18 5.525 -2.202 -0.772
H19 4.947 -0.339 -0.673
H20 5.766 0.288 -2.947
H21 5.959 -1.484 -3.559
H22 8.221 -1.586 -2.984
H23 8.222 0.265 -2.626
H24 9.330 -1.317 -0.746
H25 7.674 -2.180 -0.414
H26 6.994 -0.427 1.088
H27 8.816 0.067 1.071
H28 8.432 1.882 -0.782
H29 6.524 1.411 -0.858
H30 8.169 2.580 1.758
H31 6.414 1.894 1.771
H32 6.750 4.816 1.418
H33 7.232 4.267 -0.365
H34 5.327 4.508 -2.120
H35 2.346 3.652 -2.196
H36 1.659 2.614 0.622
H37 4.260 2.892 2.165
H38 -3.599 -1.285 2.185
H39 -2.636 0.339 2.168
H40 -4.638 -1.875 -0.982
H41 -6.513 -0.692 -2.591
H42 -7.135 2.105 -2.220
H43 -5.881 3.610 -0.153
H44 -4.010 2.338 1.455
Li1 8.265 5.495 -0.387
C30 1.006 -8.220 -4.626
Cl1 2.690 -7.733 -4.880
Cl2 0.272 -8.740 -6.153
Cl3 0.908 -9.512 -3.417
H45 0.450 -7.357 -4.253
Be1 9.465 2.683 -1.868
C31 2.727 7.552 -5.246
C32 3.955 8.203 -5.125
C33 4.691 8.091 -3.946
C34 4.203 7.320 -2.890
C35 2.978 6.666 -3.013
C36 2.237 6.786 -4.189
H46 2.152 7.643 -6.164
H47 4.337 8.799 -5.950
H48 5.644 8.604 -3.849
H49 4.779 7.229 -1.973
H50 2.599 6.064 -2.191
H51 1.280 6.281 -4.282
C37 -11.832 0.995 4.824
C38 -12.053 -0.066 5.701
C39 -11.225 -1.190 5.659
C40 -10.180 -1.257 4.730
C41 -9.975 -0.206 3.837
C42 -10.795 0.928 3.891
C43 -8.907 -0.288 2.819
O1 -8.724 0.636 2.036
C44 -8.070 -1.503 2.752
C45 -7.093 -1.618 1.756
C46 -6.288 -2.757 1.694
C47 -6.450 -3.778 2.630
C48 -7.427 -3.668 3.621
C49 -8.245 -2.532 3.676
C50 -9.299 -2.442 4.705
O2 -9.445 -3.340 5.526
H52 -12.471 1.875 4.862
H53 -12.868 -0.019 6.419
H54 -11.400 -2.013 6.350
H55 -10.632 1.758 3.206
H56 -6.957 -0.824 1.023
H57 -5.533 -2.847 0.916
H58 -5.818 -4.663 2.587
H59 -7.551 -4.471 4.346
Br1 1.032 4.008 1.627

Atom charges from the Löwdin analysis, given in e for atoms 1 to 2:
1. C -0.26
2. Si 0.50


No. 2
The following is a DFT calculation (ωB97M-V/def2-TZVPD) of an isolated molecule of C19H19NO4.

## Properties
Relative energy (zero: lowest compared OMol25 entry of this formula, charge and spin)   0.9737 eV
SMILES   CCOc1ccc(N2C[C@H](C(=O)Oc3ccccc3)CC2=O)cc1
HOMO-LUMO gap   8.6707 eV
Multiplicity   1
E_tot   -1091.1627 a.u.

CARTESIAN COORDINATES (ANGSTROEM)
C1 -7.529 -0.168 -0.831
C2 -7.028 -1.033 0.322
O1 -5.812 -1.688 0.024
C3 -4.643 -0.990 0.049
C4 -4.487 0.332 0.450
C5 -3.237 0.924 0.447
C6 -2.110 0.214 0.051
C7 -2.265 -1.114 -0.347
C8 -3.511 -1.702 -0.348
H1 -3.633 -2.730 -0.653
H2 -1.413 -1.703 -0.650
N1 -0.841 0.816 0.034
C9 -0.452 1.890 0.775
O2 -1.125 2.523 1.552
C10 1.019 2.152 0.471
H3 1.220 3.219 0.404
C11 1.271 1.392 -0.832
C12 2.703 0.909 -0.966
O3 3.448 1.254 -1.840
O4 3.006 0.052 0.018
C13 4.283 -0.494 0.135
C14 4.353 -1.834 0.493
C15 5.589 -2.426 0.675
C16 6.747 -1.687 0.499
C17 6.666 -0.351 0.147
C18 5.435 0.257 -0.033
H4 5.373 1.298 -0.306
H5 7.567 0.229 0.014
H6 7.711 -2.153 0.637
H7 5.646 -3.468 0.953
H8 3.440 -2.394 0.626
H9 1.061 2.033 -1.691
C19 0.243 0.254 -0.750
H10 -0.115 -0.049 -1.736
H11 0.678 -0.614 -0.240
H12 1.610 1.739 1.292
H13 -3.137 1.948 0.767
H14 -5.329 0.924 0.772
H15 -7.734 -1.848 0.507
H16 -6.936 -0.443 1.242
H17 -6.827 0.632 -1.051
H18 -8.491 0.267 -0.572
H19 -7.646 -0.777 -1.724

Atom charges from the natural (NBO) analysis, given in e for atoms 1 to 2:
1. C -0.64
2. C -0.06


No. 3
The following is a DFT calculation (ωB97M-V/def2-TZVPD) of an isolated molecule of C2H7ClN2 at a distorted geometry.

## Properties
Relative energy (zero: lowest compared OMol25 entry of this formula, charge and spin)   3.9383 eV
HOMO-LUMO gap (alpha / beta)   8.5924 / 8.3560 eV
Multiplicity   1
E_tot   -649.8937 a.u.

CARTESIAN COORDINATES (ANGSTROEM)
C1 -1.215 -0.274 -0.563
C2 0.050 -0.859 -1.254
N1 0.942 1.476 1.886
N2 1.221 -0.674 -0.450
Cl1 1.550 0.786 0.073
H1 -1.967 -1.082 -0.597
H2 -0.951 -0.015 0.580
H3 -1.538 0.688 -1.014
H4 -0.064 -1.931 -1.156
H5 -0.071 -0.460 -2.241
H6 1.835 1.546 2.432
H7 0.209 0.799 2.304

Atom charges from the natural (NBO) analysis, given in e for atoms 1 to 2:
1. C -0.62
2. C -0.28


No. 4
The following is a DFT calculation (ωB97M-V/def2-TZVPD) of a structure of composition C15H21N3RuS at a distorted geometry.

## Properties
Charge   +3
HOMO-LUMO gap (alpha / beta)   6.4547 / 6.5147 eV
Multiplicity   2
E_tot   -1240.4515 a.u.

CARTESIAN COORDINATES (ANGSTROEM)
Ru1 -0.280 0.856 0.842
C1 3.587 1.656 0.061
C2 2.459 1.162 0.892
C3 2.081 -0.187 0.870
C4 1.226 -0.724 1.852
C5 0.733 0.103 2.873
C6 0.956 1.482 2.802
C7 1.776 2.011 1.788
H1 4.516 1.385 0.579
H2 3.595 2.738 -0.051
H3 3.641 1.166 -0.911
H4 2.539 -0.848 0.144
H5 1.040 -1.790 1.879
H6 0.226 -0.332 3.725
H7 0.571 2.136 3.575
H8 2.001 3.071 1.789
C8 -6.196 2.008 2.597
C9 -4.864 1.524 2.141
C10 -3.870 1.144 3.052
C11 -2.624 0.798 2.603
N1 -2.306 0.794 1.280
C12 -3.280 1.089 0.383
C13 -4.543 1.438 0.779
H9 -6.203 2.254 3.655
H10 -6.949 1.232 2.431
H11 -6.523 2.867 2.011
H12 -4.076 1.120 4.114
H13 -1.863 0.494 3.302
H14 -3.028 1.013 -0.661
H15 -5.290 1.646 0.025
C14 -1.283 4.019 -4.341
N2 -0.834 3.342 -3.111
C15 -0.870 2.045 -2.938
N3 -1.255 1.210 -3.880
S1 -0.369 1.392 -1.380
H16 -1.161 5.089 -4.208
H17 -2.336 3.807 -4.531
H18 -0.685 3.709 -5.199
H19 -0.495 3.915 -2.354
H20 -1.469 1.539 -4.813
H21 -1.279 0.213 -3.731

Atom charges from the Löwdin analysis, given in e for atoms 1 to 2:
1. Ru 1.04
2. C 0.02


No. 5
The following is a DFT calculation (ωB97M-V/def2-TZVPD) of a cluster of 2 separate species, C11H8F4NO4 in total at a distorted geometry.

## Properties
Relative energy (zero: lowest compared OMol25 entry of this formula, charge and spin)   0.5213 eV
Charge   -1
HOMO-LUMO gap   2.8197 eV
Multiplicity   1
E_tot   -1179.0964 a.u.

CARTESIAN COORDINATES (ANGSTROEM)
F1 -2.395 -1.822 1.464
C1 -1.288 -2.585 1.536
C2 -1.371 -3.900 1.837
F2 -2.558 -4.484 2.082
C3 -0.188 -4.749 1.923
O1 -0.263 -5.974 2.097
C4 1.091 -4.056 1.809
F3 2.201 -4.784 2.031
C5 1.168 -2.741 1.506
F4 2.362 -2.124 1.404
C6 -0.015 -1.920 1.312
O2 0.057 -0.711 1.035
O3 -0.993 3.772 0.639
C7 -1.674 2.835 0.229
C8 -0.827 2.200 -1.085
C9 -0.330 3.233 -2.144
C10 1.159 2.889 -2.350
C11 1.522 1.852 -1.255
N1 0.299 1.638 -0.550
O4 -2.715 2.221 0.401
H1 -1.477 1.461 -1.554
H2 -0.926 3.108 -3.053
H3 -0.435 4.245 -1.737
H4 1.310 2.452 -3.343
H5 1.783 3.777 -2.221
H6 1.900 0.921 -1.705
H7 2.299 2.220 -0.565
H8 0.302 1.024 0.259

Atom charges from the natural (NBO) analysis, given in e for atoms 1 to 2:
1. F -0.28
2. C 0.34


No. 6
The following is a DFT calculation (ωB97M-V/def2-TZVPD) of an isolated molecule of C4H5N3 at a distorted geometry.

## Properties
Relative energy (zero: lowest compared OMol25 entry of this formula, charge and spin)   3.8047 eV
SMILES   Nc1ccncn1
HOMO-LUMO gap   9.7491 eV
Multiplicity   1
E_tot   -319.5724 a.u.

CARTESIAN COORDINATES (ANGSTROEM)
C1 0.105 0.722 0.041
C2 0.487 -0.677 0.645
C3 -0.098 -1.615 -0.067
C4 -1.256 -0.246 -1.379
H1 0.544 1.925 1.946
H2 1.718 1.977 0.704
H3 1.389 -0.762 1.273
H4 -0.127 -2.596 0.223
H5 -1.720 0.062 -2.236
N1 0.643 1.824 0.688
N2 -0.931 -1.533 -1.090
N3 -0.754 0.919 -0.747

Atom charges from the natural (NBO) analysis, given in e for atoms 1 to 2:
1. C 0.42
2. C -0.30